1.
Entry from OMol25: the molecule C7H13NO (wB97M-V/def2-TZVPD).

The geometry in XYZ format:
```
22
Properties=species:S:1:pos:R:3
H -0.672 -2.479 0.302
C -1.609 0.598 -0.622
H 1.051 -1.299 -1.250
H 0.749 -0.551 1.854
H 1.001 1.352 1.382
H -2.016 -0.537 1.290
C 0.998 -1.052 0.844
H 1.710 1.845 -0.669
N -1.686 -0.643 0.290
C 1.454 0.739 -0.849
H 1.556 -1.986 1.149
H -0.237 2.368 0.600
C -0.058 0.672 -0.560
O 1.980 -0.222 0.028
H -0.804 1.220 1.787
H -2.184 1.477 -0.177
H -0.655 -1.375 -2.021
C -0.385 -1.430 0.119
H -2.084 0.500 -1.568
C -0.038 1.346 0.932
C 0.014 -1.011 -1.119
H 1.914 0.469 -1.743
```

LUMO level, eV: 0.923
SMILES: C[C@@]12CN[C@H](COC1)C2

---

2.
Entry from OMol25: a cluster of 2 separate species, C7H13NO in total (wB97M-V/def2-TZVPD).

The geometry in XYZ format:
```
22
Properties=species:S:1:pos:R:3
H 0.650 1.808 4.179
O 1.756 1.210 -1.750
H 1.772 -3.183 -0.654
C 0.588 1.688 3.103
H -0.865 -1.550 -2.468
C -1.421 0.044 -1.014
H 1.522 1.809 2.568
H -0.111 1.957 0.433
H -1.894 -0.452 1.099
C -0.558 1.426 2.494
H 0.957 -3.189 -2.098
C -0.665 1.238 1.029
N 1.249 -2.635 -1.304
H 1.701 0.282 -1.497
H -2.475 -0.064 -1.311
H 1.376 1.243 -2.636
C -0.638 -1.147 -1.485
C 0.389 -1.672 -0.802
C -1.364 0.254 0.468
H 0.635 -1.304 0.184
H -1.110 0.934 -1.567
H -1.494 1.303 3.030
```

LUMO level, eV: 0.964
SMILES: C=C/C=C/C/C=C/N.O

---

3.
Entry from OMol25: the molecule C7H13NO (wB97M-V/def2-TZVPD).

The geometry in XYZ format:
```
22
Properties=species:S:1:pos:R:3
H -0.992 -2.253 -0.439
C 2.233 0.221 0.616
O -2.284 1.995 0.172
H 2.661 0.291 1.654
N 0.257 1.569 0.445
C 0.743 0.280 0.756
H -0.860 -1.006 1.602
H -2.312 -0.068 0.156
H 0.731 -2.458 -0.592
H -2.256 0.763 -1.454
H 1.051 -0.336 -1.747
H -0.656 -0.656 -2.215
H -1.765 2.693 -0.248
C 0.101 -1.071 1.067
H 2.617 -0.659 0.067
C -0.035 -1.710 -0.386
C 0.032 -0.497 -1.395
H -0.474 1.922 1.080
C -0.382 0.681 -0.555
C -1.853 0.787 -0.403
H 0.792 -1.609 1.714
H 2.649 1.120 0.104
```

LUMO level, eV: 0.921
SMILES: C[C@@]12CCC[C@]1(CO)N2

---

4.
Entry from OMol25: a cluster of 3 separate species, C7H13NO in total (wB97M-V/def2-TZVPD).

The geometry in XYZ format:
```
22
Properties=species:S:1:pos:R:3
H 2.248 -0.066 -1.041
O -0.889 1.717 0.037
C 1.252 -0.476 -0.931
H -0.420 0.751 -1.130
H 0.133 -1.915 0.180
C -1.895 1.260 0.897
H 1.266 -0.073 1.823
C 1.133 -1.784 -0.241
C -2.326 -0.128 0.655
C 1.322 0.725 1.076
H 1.271 -2.571 -0.995
C -2.642 -1.271 0.450
C 0.208 0.014 -1.784
H -1.591 1.329 1.955
H 0.306 1.034 0.463
H -0.520 -0.747 -2.066
H -2.954 -2.270 0.271
H 0.558 0.606 -2.628
N 2.232 1.597 1.221
H -2.777 1.907 0.786
H 1.887 -1.932 0.530
H 2.197 2.295 0.472
```

LUMO level (spin up / spin down), eV: -1.110 / -1.109

---

Which of them is most stable, and which least? Most stable: 2; least stable: 1.

---

1.
Entry from OMol25: the molecule C7H13NO (wB97M-V/def2-TZVPD).

The geometry in XYZ format:
```
22
Properties=species:S:1:pos:R:3
C -0.795 -0.793 0.769
N -0.269 1.523 -1.216
H -0.901 1.286 2.970
H 1.797 -1.452 0.930
H 2.262 -1.270 -0.770
H -1.366 -1.585 1.219
H -0.727 -2.279 -1.675
H -0.379 2.483 -0.905
H 1.299 -2.658 -0.251
H 0.376 1.527 -1.998
C -0.698 0.516 0.997
H -1.020 2.497 1.688
C 1.469 -1.594 -0.099
H -2.364 1.383 1.992
O 1.554 1.260 0.192
C -0.411 -1.238 -1.721
C 0.281 0.741 -0.149
C 0.185 -0.822 -0.383
C -1.280 1.479 1.966
H 0.325 -1.132 -2.514
H 1.931 0.742 0.910
H -1.270 -0.616 -1.953
```

LUMO level, eV: 0.818
SMILES: CC1=CC(C)(C)[C@]1(N)O

---

2.
Entry from OMol25: a structure of composition C7H13NO (wB97M-V/def2-TZVPD).

The geometry in XYZ format:
```
22
Properties=species:S:1:pos:R:3
H -1.424 1.985 -0.516
H 1.487 1.588 -1.664
H 0.892 2.282 -0.144
H -0.979 -2.393 0.833
C -2.212 -0.078 -0.046
H -1.658 -1.707 2.289
C -0.854 -1.584 1.559
C -1.567 0.980 -0.930
C 1.599 1.571 -0.578
H -0.324 -0.923 -1.281
H 2.170 -0.794 -1.611
C 1.356 0.201 -0.020
O -3.317 -0.624 0.028
H -0.742 0.627 1.546
C -0.546 -0.108 -0.590
H -1.924 0.994 -1.959
C -0.958 -0.230 0.897
N 2.093 -0.818 -0.601
H 1.456 0.173 1.062
H 0.124 -1.728 2.034
H 2.610 1.910 -0.322
H 2.719 -1.324 0.015
```

LUMO level, eV: 0.711

---

Which of them is most stable, and which least? Most stable: 1; least stable: 2.

---

1.
Entry from OMol25: the molecule C5H9ClN2 (wB97M-V/def2-TZVPD).

The geometry in XYZ format:
```
17
Properties=species:S:1:pos:R:3
Cl 1.342 -2.628 0.847
N -0.784 1.869 -1.205
C -1.547 2.620 -2.237
H 1.325 1.468 -0.121
H -1.626 1.724 -3.131
C -0.005 -1.559 0.839
H -0.894 -1.717 1.544
H -2.401 1.926 0.413
C 0.165 -0.299 0.433
H -1.359 0.736 1.710
H 2.357 -0.096 0.725
H -2.546 3.295 -2.157
C -1.277 1.653 -0.006
H 1.488 -0.181 -1.222
C 1.445 0.276 -0.065
H -1.024 3.451 -2.630
N -0.762 0.690 0.733
```

LUMO level, eV: 0.510
SMILES: C/N=C/N/C(C)=C/Cl

---

2.
Entry from OMol25: the molecule C5H9ClN2 (wB97M-V/def2-TZVPD).

The geometry in XYZ format:
```
17
Properties=species:S:1:pos:R:3
C 2.251 -0.890 -0.716
H -3.042 0.139 0.589
H 3.189 -0.402 -0.971
H 2.141 -1.950 -0.955
H -1.455 -1.406 1.952
C -0.558 -0.845 1.651
C -0.105 -1.061 0.189
H -2.972 1.804 -0.118
H 0.239 -1.143 2.345
H -0.788 0.205 1.842
N -1.168 -0.905 -0.800
C 1.203 -0.312 -0.117
N -1.602 0.433 -0.940
H 0.220 -2.134 0.218
H -0.811 -1.144 -1.727
Cl 1.259 1.373 0.239
C -2.579 0.774 -0.183
```

LUMO level, eV: 0.946
SMILES: C=NN[C@H](C)C(=C)Cl

---

Which of them is most stable, and which least? Most stable: 2; least stable: 1.

---

1.
Entry from OMol25: a cluster of 13 separate species, C4H36N2O12 in total (wB97M-V/def2-TZVPD).

The geometry in XYZ format:
```
54
Properties=species:S:1:pos:R:3
H 0.273 -3.701 -0.063
N -0.195 -1.628 0.317
H 2.183 3.127 0.467
H 3.543 3.409 -1.716
H 4.916 -0.516 -1.916
H 0.139 -0.058 4.647
H 1.518 -0.115 -1.023
H 1.313 -0.489 1.175
O -3.611 -1.631 3.183
C -0.620 -3.545 1.808
H 1.945 -1.732 -1.301
O 2.752 3.945 -1.758
H 1.416 1.991 -0.318
H 0.186 1.245 3.065
O -1.519 0.101 -3.254
H -0.957 -0.947 4.154
H -0.495 -1.278 -0.587
H -1.227 2.070 1.092
H -3.568 0.214 0.310
N 1.985 -0.940 -0.666
H 3.364 0.842 -3.997
H -2.620 -2.693 0.091
H -2.934 4.272 -1.063
O 0.577 2.022 2.648
H 0.964 1.257 -2.965
H -4.128 -1.162 2.520
H -2.111 -4.365 -0.191
H -2.364 0.309 -2.862
O 4.554 -1.313 -2.321
H -1.076 0.910 -3.506
H 1.849 -2.138 0.964
H 0.959 2.521 -2.087
H 0.210 -4.183 2.098
H -2.026 -3.323 -1.429
O 2.524 0.617 -4.394
O 0.637 1.608 -2.127
H -3.129 -2.315 2.710
O -2.054 3.993 -1.334
O -3.992 0.537 1.110
H -3.609 1.402 1.276
O 1.968 2.211 0.441
H -0.962 3.289 1.903
C -1.843 -3.314 -0.356
C -0.518 -3.053 0.333
H -0.556 -2.628 2.390
O -1.568 2.962 1.227
H 3.768 -1.415 -1.763
C 1.213 -1.375 0.541
H 2.195 -0.218 -4.053
H -1.514 -4.072 2.147
H 1.223 1.747 1.966
O -0.058 -0.670 3.929
H -1.642 3.750 -0.492
H 2.721 4.466 -0.970
```

LUMO level, eV: -0.151

---

2.
Entry from OMol25: a cluster of 13 separate species, C4H36N2O12 in total (wB97M-V/def2-TZVPD).

The geometry in XYZ format:
```
54
Properties=species:S:1:pos:R:3
O 1.723 0.812 2.621
H -3.195 1.471 -1.710
C -0.861 0.935 -1.063
H 1.754 -1.126 -2.084
H 2.430 -3.196 0.434
H -0.795 -2.105 -2.943
H -0.092 -0.598 -3.333
C -1.282 -0.541 -1.519
O -4.026 1.823 -2.056
H 0.192 -1.928 4.456
H -0.869 5.000 0.647
H 1.971 1.267 3.432
O 0.946 -1.357 4.326
O 1.862 2.526 -1.712
H -0.673 0.731 -4.821
H 0.273 -2.495 -0.110
H -4.256 1.177 -2.731
H 0.005 1.196 -1.665
O -0.730 1.396 -4.137
O -1.584 4.876 0.026
H -0.402 0.292 1.037
H -1.832 -0.516 2.736
O 3.297 -3.515 0.703
C -0.300 -1.234 -2.494
O 3.627 0.256 0.393
H -1.568 -1.069 -0.614
H -0.376 1.111 -3.284
H -2.270 -0.398 -1.969
H 1.269 -2.813 -2.129
O -1.203 -3.976 1.369
H 1.632 3.426 -1.444
O 1.987 3.193 1.162
H -3.876 -1.403 1.470
H 0.131 1.710 0.581
H 2.458 3.002 1.976
H -1.715 1.591 -1.106
N -0.605 1.037 0.392
H 0.889 -1.091 3.405
H -1.940 3.987 -0.009
H 3.102 0.393 1.193
H 3.295 -0.607 0.122
H -0.341 -4.038 1.799
O -3.204 -0.789 1.160
O -1.481 -1.220 3.284
H 0.394 -0.957 0.020
H 2.765 2.647 -2.019
N 0.936 -1.741 -0.310
H -3.494 0.108 1.351
H 2.499 2.701 0.502
H 1.072 1.471 2.334
H 3.934 -2.836 0.466
C 0.968 -1.832 -1.775
H -1.168 -1.942 2.735
H -1.272 -4.815 0.902
```

LUMO level, eV: -0.008

---

Which of them is most stable, and which least? Most stable: 1; least stable: 2.

---

1.
Entry from OMol25: a cluster of 2 separate species, CH4N2O in total (wB97M-V/def2-TZVPD).

The geometry in XYZ format:
```
8
Properties=species:S:1:pos:R:3
H -1.175 1.071 -0.687
N -1.162 0.069 -0.704
C -0.036 -0.503 -0.065
H -1.681 -1.794 0.262
H 1.831 -0.647 -0.578
N -1.244 -0.835 0.541
O 1.056 -1.194 -0.350
H 1.814 1.224 1.119
```

LUMO level (spin up / spin down), eV: -0.866 / 0.581

---

2.
Entry from OMol25: a cluster of 2 separate species, CH4N2O in total (wB97M-V/def2-TZVPD).

The geometry in XYZ format:
```
8
Properties=species:S:1:pos:R:3
C -1.319 -0.463 0.034
H -0.585 -1.315 0.128
O -1.908 1.707 -0.548
H 1.108 0.652 0.709
H 1.086 -0.069 -0.811
H 1.971 -0.832 0.580
N -1.497 0.629 -0.323
N 1.144 -0.308 0.231
```

LUMO level, eV: 0.800
SMILES: C#[N+][O-].N

---

3.
Entry from OMol25: the molecule CH4N2O (wB97M-V/def2-TZVPD).

The geometry in XYZ format:
```
8
Properties=species:S:1:pos:R:3
H 0.487 0.233 -1.514
H 1.350 -0.269 1.012
N -0.756 -0.721 0.131
O 1.544 -0.051 0.103
H -0.739 1.152 1.116
C 0.321 0.052 -0.403
N -0.773 0.752 0.212
H -1.433 -1.148 -0.658
```

LUMO level, eV: 1.062
SMILES: OC1NN1

---

4.
Entry from OMol25: a cluster of 2 separate species, CH4N2O in total (wB97M-V/def2-TZVPD).

The geometry in XYZ format:
```
8
Properties=species:S:1:pos:R:3
N -0.795 1.467 0.617
C 0.951 -0.991 -0.917
H 0.084 -1.047 -1.375
O -1.461 2.421 0.958
H 1.404 -0.184 -1.325
N -0.463 0.370 0.823
H -0.975 -0.288 1.476
H 1.255 -1.749 -0.258
```

LUMO level (spin up / spin down), eV: -0.816 / 0.643

---

Which of them is most stable, and which least? Most stable: 3; least stable: 1.

---

1.
Entry from OMol25: the molecule CH4N2O (wB97M-V/def2-TZVPD).

The geometry in XYZ format:
```
8
Properties=species:S:1:pos:R:3
H 0.496 1.308 0.464
H -2.016 -0.676 0.670
H 2.803 0.479 0.039
N 1.914 -0.062 -0.145
C 0.714 0.307 0.110
O -0.233 -0.675 -0.062
H -2.058 -0.537 -0.981
N -1.620 -0.145 -0.095
```

LUMO level, eV: 1.052
SMILES: [H]/N=C/ON

---

2.
Entry from OMol25: the molecule CH4N2O (wB97M-V/def2-TZVPD).

The geometry in XYZ format:
```
8
Properties=species:S:1:pos:R:3
H -0.781 0.901 0.945
H -2.019 -0.347 -0.561
C 0.945 0.375 -0.075
H 0.445 -1.342 0.149
N -0.395 0.633 -0.105
N 1.339 -0.883 -0.032
H 1.544 1.359 -0.288
O -1.077 -0.696 -0.033
```

LUMO level, eV: 0.480
SMILES: [H]/N=C\NO

---

3.
Entry from OMol25: the molecule CH4N2O (wB97M-V/def2-TZVPD).

The geometry in XYZ format:
```
8
Properties=species:S:1:pos:R:3
N 0.806 -0.644 0.458
H -1.857 -0.950 0.718
H 1.793 0.109 -1.061
N 1.851 0.199 0.022
C -1.588 -0.257 0.028
O -0.361 -0.021 -0.129
H -2.223 0.451 -0.408
H 1.579 1.113 0.372
```

LUMO level (spin up / spin down), eV: -0.093 / 0.319

---

Which of them is most stable, and which least? Most stable: 1; least stable: 3.